# 1
Here is a cluster of 2 separate species, C2H3N2O2 in total in a non-equilibrium geometry from the OMol25 dataset. Energies are from wB97M-V/def2-TZVPD.

Last column: natural (NBO) charge in e.
CARTESIAN COORDINATES (ANGSTROEM)
C 1.38 0.26 0.24  0.41
C -1.80 -0.36 -0.69  -0.12
N 2.63 0.16 0.68  -0.86
N -2.67 0.17 -0.16  0.14
O 0.82 -0.63 -0.51  -0.80
O -3.62 0.55 0.41  -0.50
H 1.04 1.32 0.46  0.09
H -0.65 -0.59 -0.85  0.33
H 2.87 -0.88 0.42  0.29

As for the LUMO energy: 4.21 eV. Its total charge is -1. Its gap between HOMO and LUMO is 8.42 eV.



# 2
Here is a structure of composition C9H25ClFeIN2O2P2 in a non-equilibrium geometry from the OMol25 dataset. Energies are from wB97M-V/def2-TZVPD.

Last column: natural (NBO) charge in e.
CARTESIAN COORDINATES (ANGSTROEM)
C 0.01 1.48 -5.51  -0.84
C 0.01 1.92 -4.15  0.98
H 0.02 2.35 -6.21  0.37
H -0.89 0.86 -5.69  0.36
H 0.90 0.84 -5.69  0.36
O 0.02 2.45 -3.11  -0.24
I -0.01 -2.92 -3.63  -0.30
Fe -0.01 -1.31 -1.83  1.01
P 1.65 -0.29 -0.38  0.90
C 1.67 1.34 0.42  -0.95
C 2.33 -1.36 0.93  -0.95
H 3.35 -1.04 1.20  0.25
H 3.87 -0.20 -1.19  0.27
H 2.34 -2.40 0.56  0.27
H 2.78 -1.01 -2.38  0.25
H 1.18 1.29 1.40  0.29
H 1.66 -1.31 1.80  0.30
C 2.88 -0.18 -1.67  -0.98
H 2.72 1.67 0.56  0.27
H 2.75 0.76 -2.22  0.23
H 1.16 2.07 -0.21  0.23
P -1.65 -0.27 -0.38  0.90
C -1.66 1.37 0.43  -0.95
C -2.89 -0.14 -1.66  -0.98
H -2.38 -2.36 0.58  0.27
H -3.37 -0.99 1.20  0.25
H -1.69 -1.28 1.81  0.30
C -2.36 -1.32 0.94  -0.95
H -2.81 -0.97 -2.37  0.25
H -3.87 -0.14 -1.18  0.27
H -2.70 1.71 0.56  0.27
H -1.13 2.09 -0.21  0.23
H -2.74 0.79 -2.21  0.23
H -1.16 1.31 1.41  0.29
Cl -0.03 -2.99 -0.31  -0.47
N 1.17 -0.09 5.00  -0.82
C 0.01 -0.21 4.26  0.80
N -1.15 -0.02 5.01  -0.83
O -0.01 -0.37 3.03  -0.74
H 1.09 -0.17 6.00  0.40
H 2.00 -0.46 4.55  0.41
H -1.98 -0.36 4.56  0.40
H -1.07 -0.14 6.01  0.40

As for the LUMO energy (alpha / beta): -8.78 / -8.83 eV. Its total charge is +2. Its gap between HOMO and LUMO (alpha / beta) is 5.47 / 5.75 eV. Its spin multiplicity is 6.